1.
A structure of composition C36H38N4O2PSbY. Source: the Open Molecules 2025 dataset; level of theory: wB97M-V/def2-TZVPD.

The geometry in XYZ format:
```
83
Properties=species:S:1:pos:R:3:forces:R:3
Sb 2.40488 -1.71107 0.81841 -0.236 -0.007 0.155
Y -0.67561 -0.44116 0.35904 0.474 0.185 0.449
P 0.02142 2.38455 0.79186 0.330 -0.019 0.580
O -2.44630 0.54350 -0.11604 -1.077 0.520 0.147
O 0.46387 -0.23979 -1.40203 -0.031 -0.106 -1.080
N 0.05736 0.06328 2.73983 -0.064 0.032 0.088
N -0.61379 -2.66669 -0.45709 -0.098 -0.345 0.235
N -2.37718 -1.78861 1.34597 0.060 -0.358 -0.043
N 0.91504 2.18508 2.27273 -0.086 -0.072 -0.123
C -3.48573 0.87690 0.63069 0.544 -0.200 -0.415
C 1.50524 4.68422 0.18053 0.008 0.087 -0.020
C -2.32365 -3.25276 1.20162 0.047 0.153 0.075
C -0.01357 -1.00508 3.56802 -0.153 0.088 -0.236
C 2.54999 -3.51588 1.95784 0.089 -0.152 0.070
C 3.26339 -2.51799 -0.93872 0.117 -0.029 -0.195
C -3.88708 0.08649 1.72964 -0.142 -0.460 0.353
C -1.81928 4.46357 0.38384 -0.012 0.036 -0.054
C 0.68072 -1.12243 4.73652 0.146 0.166 0.095
C 2.48168 5.37008 -0.52474 0.002 -0.047 -0.036
C -4.97818 0.49917 2.52467 0.038 -0.049 0.018
C 2.84917 3.43364 -1.91207 -0.070 -0.007 0.065
C -3.42501 -1.28129 1.88574 -0.296 0.269 -0.153
C 4.16956 -0.83277 1.59901 0.188 0.125 0.073
C 0.67417 -0.05450 -3.75323 0.095 0.035 -0.262
C -2.88374 4.27051 2.94322 0.048 -0.017 -0.071
C -1.82723 3.45214 2.56535 -0.135 0.037 0.088
C -5.65439 1.66019 2.26036 0.074 0.117 -0.186
C 0.29130 -1.98780 -5.17035 0.006 0.071 0.164
C 3.15044 4.74432 -1.57289 -0.014 0.012 0.023
C -0.38085 -3.01884 -1.66356 0.130 0.135 -0.319
C 0.84730 1.08584 3.09248 -0.009 -0.002 -0.064
C 1.19772 3.36519 -0.15664 0.120 0.070 -0.079
C -3.40168 5.19245 2.04446 0.025 0.021 -0.046
C -1.00577 -3.66365 0.54884 0.013 0.162 -0.248
C 1.52192 -0.05648 5.08811 0.039 -0.130 0.160
C -5.28755 2.40600 1.12350 -0.063 -0.059 0.103
C -1.27899 3.55158 1.28897 -0.040 0.021 0.004
C -0.01083 -2.72144 -4.04559 0.006 -0.045 -0.101
C -2.87212 5.28585 0.76295 0.053 -0.064 0.058
C -4.24763 2.01236 0.31629 -0.044 0.173 0.057
C 1.87380 2.74009 -1.20341 0.095 0.064 -0.024
C 1.60870 1.04253 4.27782 -0.012 0.117 -0.094
C 0.62692 -0.64224 -5.00364 0.027 0.066 -0.056
C 0.01118 -2.14344 -2.76826 -0.230 -0.633 0.344
C 0.37984 -0.79148 -2.60521 0.050 0.071 0.543
H 0.26425 -2.43898 -6.15173 0.005 0.023 0.002
H 3.90735 5.28447 -2.12793 -0.018 -0.006 0.025
H 4.13073 -3.11312 -0.65275 0.001 0.001 -0.073
H -1.10948 -4.66193 0.11793 0.073 -0.056 -0.040
H 1.63555 1.71357 -1.45322 -0.026 -0.008 -0.003
H 0.57009 -2.00213 5.35338 0.041 0.036 0.022
H -0.28516 -3.76805 -4.13576 0.014 0.046 -0.009
H -5.28411 -0.13529 3.35077 0.000 0.031 -0.030
H 0.93702 0.98955 -3.64006 -0.004 -0.006 -0.019
H -4.21946 5.83749 2.34110 0.017 -0.017 -0.011
H 4.47323 0.02411 0.99731 -0.014 -0.031 0.015
H 2.10450 -0.09366 6.00135 -0.039 -0.017 -0.041
H -6.47870 1.97548 2.88493 0.007 0.004 -0.024
H -3.27557 5.99994 0.05592 0.007 -0.014 0.025
H -3.30189 4.18484 3.93815 0.013 0.004 -0.020
H 4.96064 -1.58304 1.58919 0.023 0.077 0.034
H 3.57459 -1.71679 -1.60904 -0.014 -0.028 0.013
H 2.54702 -3.14804 -1.46514 0.016 0.015 0.022
H 2.15074 -4.35610 1.38690 0.006 0.045 0.011
H 0.97228 5.18156 0.98439 0.008 -0.018 -0.028
H -1.43815 2.73333 3.27702 0.022 0.008 -0.015
H -4.12198 -1.94804 2.40390 -0.025 0.025 0.053
H -1.41930 4.54157 -0.62148 0.026 -0.008 0.040
H -3.96835 2.57862 -0.56260 -0.012 -0.007 0.026
H -0.68055 -1.79486 3.24287 -0.002 -0.008 0.000
H -0.49134 -4.07534 -1.92441 -0.016 -0.036 -0.081
H 0.85911 -0.04103 -5.87452 -0.002 -0.004 0.014
H 2.72047 6.39329 -0.26452 -0.015 -0.019 0.000
H -5.84106 3.30344 0.87028 0.015 -0.045 0.024
H -2.43795 -3.76605 2.15979 -0.029 0.007 0.057
H 1.51394 2.93249 2.59385 -0.043 0.009 0.013
H 3.60425 -3.70827 2.16599 -0.072 -0.039 0.005
H 2.24866 1.87955 4.52968 -0.031 -0.045 0.006
H 3.99356 -0.49771 2.62173 0.037 -0.026 -0.017
H 2.01033 -3.44197 2.90193 0.021 0.021 -0.010
H 3.37167 2.94988 -2.72806 -0.017 0.007 0.020
H -3.14917 -3.56241 0.56087 -0.053 -0.004 -0.047
H -0.21898 -3.70953 1.30706 0.069 0.055 -0.003
```
Positions in Å, forces in eV/Å.

## Properties
E_LUMO ... -2.45 eV
Total charge ... +1
Kohn-Sham gap ... 0.29006 Ha
M ... 800.4 g mol⁻¹



2.
A structure of composition C36H38O5P2PdS4Si. Source: the Open Molecules 2025 dataset; level of theory: wB97M-V/def2-TZVPD.

The geometry in XYZ format:
```
87
Properties=species:S:1:pos:R:3:forces:R:3
Pd -1.79067 -0.09350 -1.45608 -1.389 -2.540 -0.223
S -1.82147 2.46340 -1.58938 -0.580 2.170 -0.562
S -5.61697 -0.38990 -4.11728 0.781 0.499 0.600
S -2.68997 0.00310 -3.86308 0.028 -0.716 1.638
S -4.38287 0.23370 -1.51828 1.391 -1.241 -0.816
P -0.13067 -0.86240 1.77152 1.133 -0.623 0.651
P 1.53243 -1.18820 -0.60488 0.973 -1.566 0.318
Si -2.36817 -2.51010 -1.27498 -2.085 -1.459 0.007
O 0.74943 0.02460 -0.89058 -0.834 0.649 -0.416
O -3.06417 2.42680 -2.33998 0.475 0.942 0.149
O -1.33027 -0.47360 1.01172 -0.896 0.158 -0.951
O -1.93997 1.83930 -0.26158 0.145 0.531 0.239
O -0.69767 1.88940 -2.33248 0.208 0.431 0.096
C 2.22183 -3.49050 -2.11418 -0.059 0.108 -0.020
C -1.34797 8.34590 -0.24048 0.070 -0.003 -0.049
C -4.26597 -0.04260 -3.20558 -0.556 -0.312 -0.281
C 2.14383 0.22310 2.97012 -0.117 -0.070 -0.037
C -1.91517 -1.07010 5.34932 -0.051 0.041 0.024
C -3.50917 -2.68120 0.29022 0.689 0.655 -0.563
C -0.91047 4.59100 -0.09048 0.111 0.076 0.013
C 0.81743 -1.82610 -3.15318 -0.101 0.270 0.099
C 3.74433 0.40400 -0.58228 -0.193 0.061 -0.033
C -2.03717 6.47870 -1.77218 0.103 -0.107 0.066
C -1.04977 -3.28170 4.98072 -0.028 -0.139 0.063
C 2.19273 -4.23090 -3.28248 0.092 -0.095 0.071
C 3.27123 -0.84350 -0.20338 -0.456 -0.012 -0.159
C -0.83887 5.93580 0.23022 -0.008 -0.079 -0.088
C 5.44303 -1.40420 0.64492 0.058 -0.117 0.072
C 1.06363 0.45750 2.12712 -0.387 -0.272 0.077
C 0.77723 -2.58130 -4.31328 -0.027 -0.055 -0.018
C -0.48727 -2.87260 3.78192 0.080 0.031 -0.087
C 4.12503 -1.75180 0.40892 -0.043 -0.022 0.023
C -3.48407 -3.13680 -2.74678 0.662 0.726 0.490
C 0.87333 -2.11520 0.86022 -0.205 0.698 -0.242
C 2.97163 2.41750 2.48352 -0.036 0.036 0.010
C 5.06003 0.75140 -0.33708 0.098 0.041 0.020
C 1.87963 2.65920 1.66502 0.049 0.073 0.038
C 0.91613 1.68050 1.48992 -0.151 -0.011 -0.101
C -1.41047 6.89270 -0.60088 -0.031 -0.005 0.005
C -2.10277 5.13560 -2.09908 0.006 0.065 -0.136
C 1.47163 -3.77970 -4.37798 -0.056 0.045 -0.029
C -1.35557 -0.65990 4.15562 0.017 0.081 -0.031
C -1.76067 -2.38510 5.76072 0.011 -0.041 0.003
C 5.91213 -0.15510 0.27112 -0.007 0.052 -0.031
C 1.53683 -2.28410 -2.05348 -0.050 0.360 0.311
C -1.53797 4.20000 -1.25558 -0.099 -0.625 -0.017
C 3.09563 1.20910 3.15052 0.153 -0.072 0.073
C -0.63647 -1.55730 3.37352 0.211 0.239 -0.466
C -1.22287 -4.08320 -1.02288 0.288 1.204 -0.099
H -3.46887 -4.22130 -2.77758 0.112 -0.214 0.193
H -3.16467 -2.77460 -3.71848 0.052 0.040 -0.137
H -0.35397 6.24070 1.14732 0.015 0.054 0.092
H 3.77033 -2.72980 0.70152 -0.012 -0.109 0.074
H -2.49557 7.20920 -2.42288 -0.044 0.094 -0.053
H 3.05433 1.08270 -1.06168 -0.004 0.200 -0.022
H -0.46227 8.79990 -0.68618 0.028 0.115 0.013
H 2.22893 -0.72840 3.47882 0.081 -0.065 0.102
H -1.71107 -4.93280 -1.48688 -0.351 0.060 -0.178
H -4.51267 -2.82190 -2.60238 -0.116 0.150 0.053
H 0.19653 -2.89850 0.52372 0.063 -0.041 0.054
H -2.61227 4.78930 -2.98348 -0.116 0.039 -0.115
H 0.05253 -3.57840 3.16622 0.046 -0.091 -0.034
H 2.76183 -3.84960 -1.25048 0.144 -0.081 0.048
H -0.51297 3.83990 0.56932 0.041 -0.065 0.180
H 2.73893 -5.16010 -3.34028 0.018 -0.111 -0.010
H 1.66883 -2.52850 1.47462 0.092 -0.047 0.042
H -0.95007 -4.30840 5.30092 0.039 -0.074 0.018
H -0.23517 -4.01300 -1.46178 0.196 -0.070 -0.035
H -2.22157 8.87640 -0.61158 -0.040 0.082 -0.003
H -3.94587 -3.67630 0.33852 0.060 -0.236 -0.259
H -4.31527 -1.95430 0.25912 -0.083 0.039 0.001
H 3.72823 3.17740 2.61052 0.063 0.084 0.022
H -2.48497 -0.37740 5.95052 -0.020 0.067 0.039
H -1.48197 0.35110 3.79112 -0.082 0.118 0.120
H -2.94967 -2.51230 1.20562 0.110 0.053 0.126
H -1.28927 8.47540 0.83772 0.005 0.069 0.058
H 1.79253 3.61140 1.16212 -0.062 0.057 -0.080
H 6.10633 -2.10500 1.12982 0.052 -0.082 0.012
H 0.05673 1.81770 0.84632 0.006 0.060 -0.067
H -1.13147 -4.31200 0.03542 0.030 0.041 0.194
H 6.94493 0.10770 0.44692 0.063 0.031 0.058
H 0.29583 -0.86920 -3.08808 0.177 -0.214 -0.082
H -2.20687 -2.71470 6.68692 -0.024 -0.034 0.084
H 3.93583 1.04020 3.80822 0.068 -0.046 0.025
H 5.42013 1.73010 -0.61268 0.038 0.105 -0.078
H 1.45573 -4.36540 -5.28498 -0.018 -0.047 -0.075
H 0.20453 -2.22890 -5.15868 -0.015 0.005 -0.079
```
Positions in Å, forces in eV/Å.

## Properties
E_LUMO (alpha / beta) ... -1.73 / -2.24 eV
Kohn-Sham gap (alpha / beta) ... 0.23706 / 0.21206 Ha
M ... 875.4 g mol⁻¹



| no. | DFT total energy (hartree) |
| --- | --- |
| 1 | -2384.06696 |
| 2 | -4463.69071 |